The following is a DFT calculation (ωB97M-V with the def2-TZVPD basis set) of the molecule C5H5NS in a non-equilibrium geometry.

The structure (SMILES) is C#C/C(C=S)=C/N. The HOMO energy is -8.3461 eV. As for the frontier orbital gap: 0.27134 hartree. The total energy comes out at -17586.40429 eV. As for the spin multiplicity: 1.

```
12
C5H5NS, DFT ωB97M-V with the def2-TZVPD basis set
C -0.223 1.177 0.011
C 0.220 -0.197 -0.110
C -0.619 -1.247 -0.048
C 1.610 -0.543 -0.170
C 2.735 -0.891 0.186
H -2.059 2.345 0.455
H -2.109 0.421 0.315
H 0.552 2.037 0.098
H -0.004 -2.133 -0.554
H 3.817 -1.029 -0.044
N -1.617 1.446 -0.166
S -2.303 -1.386 0.028
```



The following is a DFT calculation (ωB97M-V with the def2-TZVPD basis set) of the molecule C5H5NS2 in a non-equilibrium geometry.

The structure (SMILES) is N#C[C@]1(S)C=CSC1. The HOMO energy is -9.0877 eV. As for the frontier orbital gap: 0.34433 hartree. The total energy comes out at -28423.48584 eV. As for the spin multiplicity: 1.

```
13
C5H5NS2, DFT ωB97M-V with the def2-TZVPD basis set
C 0.708 0.190 -0.006
C -0.373 -0.194 -1.137
C -1.345 -0.050 1.029
C -0.046 -0.048 1.252
C 1.654 -0.817 -0.290
H 0.201 2.278 0.176
H -0.192 -1.333 -1.473
H -0.354 0.447 -2.013
H -2.236 -0.181 1.707
H 0.515 -0.438 1.989
N 2.064 -1.995 -0.357
S 1.408 1.913 -0.240
S -2.003 0.226 -0.635
```



The following is a DFT calculation (ωB97M-V with the def2-TZVPD basis set) of the molecule C5H5NS2.

The structure (SMILES) is N#C[C@]1(S)C=CSC1. The HOMO energy is -8.9168 eV. As for the frontier orbital gap: 0.34613 hartree. The total energy comes out at -28425.62029 eV. As for the spin multiplicity: 1.

```
13
C5H5NS2, DFT ωB97M-V with the def2-TZVPD basis set
C 0.534 -0.106 0.038
C -0.440 -0.476 -1.104
C -1.556 -0.358 1.166
C -0.233 -0.361 1.322
C 1.754 -0.913 -0.062
H -0.170 2.185 0.108
H -0.370 -1.526 -1.285
H -0.250 0.086 -2.006
H -2.275 -0.432 1.988
H 0.274 -0.482 2.249
N 2.699 -1.569 -0.141
S 1.090 1.660 -0.029
S -2.119 -0.133 -0.486
```



The following is a DFT calculation (ωB97M-V with the def2-TZVPD basis set) of the molecule C5H5NS2 in a non-equilibrium geometry.

The structure (SMILES) is C#C[C@H](S)[C@@H](S)C#N. The HOMO energy is -9.5591 eV. As for the frontier orbital gap: 0.36963 hartree. The total energy comes out at -28423.73575 eV. As for the spin multiplicity: 1.

```
13
C5H5NS2, DFT ωB97M-V with the def2-TZVPD basis set
C 0.232 -0.443 0.329
C -0.404 0.406 1.383
C -0.916 1.156 2.176
C -0.466 -0.249 -1.051
C -0.066 -1.279 -2.040
H 2.319 -0.681 1.419
H 0.224 -1.499 0.607
H -1.401 1.840 2.839
H -1.491 -0.389 -0.969
H -0.340 2.069 -0.577
N 0.362 -2.164 -2.645
S 2.065 -0.146 0.241
S -0.117 1.380 -1.711
```



The following is a DFT calculation (ωB97M-V with the def2-TZVPD basis set) of the molecule C5H5NS3 in a non-equilibrium geometry.

The HOMO energy (spin up / spin down) is -7.5722 / -7.5718 eV. As for the frontier orbital gap (spin up / spin down): 0.18640 / 0.18633 hartree. The total energy comes out at -39257.95724 eV. As for the spin multiplicity: 1.

```
14
C5H5NS3, DFT ωB97M-V with the def2-TZVPD basis set
C 1.598 -0.154 -0.574
C 1.189 0.676 0.439
C -1.087 -0.983 -0.531
C 2.881 -0.140 -1.029
C -2.209 0.558 0.960
N -1.164 0.108 0.110
S 1.158 1.653 1.637
S -2.242 -2.183 -0.833
S 0.475 -1.336 -1.313
H 3.176 -0.801 -1.821
H 3.620 0.518 -0.614
H -2.727 1.395 0.489
H -2.925 -0.234 1.199
H -1.741 0.923 1.882
```



The following is a DFT calculation (ωB97M-V with the def2-TZVPD basis set) of the ion C5H5O3S with charge -1 in a non-equilibrium geometry.

The HOMO energy (spin up / spin down) is -3.4871 / -3.5365 eV. As for the frontier orbital gap (spin up / spin down): 0.25814 / 0.26260 hartree. The total energy comes out at -22243.01668 eV. The total charge is -1. As for the spin multiplicity: 1.

```
14
C5H5O3S, DFT ωB97M-V with the def2-TZVPD basis set
C 0.892 1.671 0.361
C -0.157 0.891 0.051
C -0.110 -0.549 0.056
C -1.565 1.344 -0.091
C 1.198 -1.338 -0.277
O -1.799 2.524 -0.191
O -2.428 0.364 -0.024
O -1.157 -2.843 -0.099
S -1.586 -1.446 0.313
H 0.681 2.750 0.350
H 1.911 1.231 0.369
H 1.223 -1.414 -1.355
H 0.899 -2.318 0.210
H 1.999 -0.866 0.328
```



Look up the total energy of the first one. -17586.40429 eV